Model w:
Here is a structure of composition C5H3O6Ru from the OMol25 dataset. Energies are from ωB97M-V/def2-TZVPD.

E_HOMO (spin up / spin down) = -14.97 / -18.47 eV
<S²> = 8.781
2S+1 = 6
net charge = +2
HOMO-LUMO gap (spin up / spin down) = 6.3564 / 3.5737 eV

Each line ends with the Mulliken charge.
Atoms and positions in Å:
O (4.30, -1.43, -2.63)  -0.132
C (3.16, -1.30, -2.68)  0.136
Ru (-1.17, -0.06, -0.50)  0.268
C (-1.93, 0.61, 1.07)  0.309
O (-2.35, 1.00, 2.08)  -0.075
C (-3.03, -0.11, -1.39)  0.338
O (-3.96, -0.22, -2.05)  -0.012
C (-1.02, -1.88, 0.09)  0.271
O (-0.92, -2.97, 0.47)  -0.040
C (-0.57, 1.66, -1.20)  0.287
O (-0.18, 2.69, -1.54)  -0.053
H (0.41, -0.13, -0.13)  0.216
O (1.71, 0.62, 1.95)  -0.331
H (1.39, 1.22, 2.65)  0.404
H (2.61, 0.92, 1.74)  0.415

Model x:
Here is a structure of composition C5H3O6Ru from the OMol25 dataset. Energies are from ωB97M-V/def2-TZVPD.

E_HOMO (spin up / spin down) = -13.04 / -19.37 eV
<S²> = 8.771
2S+1 = 6
net charge = +2
HOMO-LUMO gap (spin up / spin down) = 4.9523 / 3.0361 eV

Each line ends with the Mulliken charge.
Atoms and positions in Å:
O (0.05, 4.89, 0.57)  -0.065
C (0.05, 3.91, 0.01)  0.242
Ru (0.12, -0.82, -1.26)  0.106
C (0.10, -2.37, -0.15)  0.184
O (0.10, -3.26, 0.57)  -0.147
C (0.04, -1.24, -3.33)  0.426
O (0.01, -1.12, -4.48)  -0.043
C (1.75, -0.31, -0.47)  0.307
O (2.73, -0.04, 0.10)  -0.172
C (-1.56, -0.29, -0.52)  0.208
O (-2.55, -0.03, 0.01)  -0.190
H (0.10, 0.76, -0.47)  0.318
O (-0.04, 0.02, 2.88)  -0.057
H (-0.36, -0.80, 3.27)  0.448
H (-0.54, 0.69, 3.27)  0.435

Which structure wins on stability? model x wins.

Model w:
Here is a cluster of 8 separate species, C6H28N2O7 in total from the OMol25 dataset. Energies are from ωB97M-V/def2-TZVPD.

E_HOMO (spin up / spin down) = -7.49 / -10.84 eV
<S²> = 0.759
2S+1 = 2
net charge = +1
HOMO-LUMO gap (spin up / spin down) = 5.0029 / 8.3482 eV

Each line ends with the Mulliken charge.
Atoms and positions in Å:
C (-0.32, 1.18, 0.95)  -1.206
C (-0.71, -0.22, 1.05)  1.153
C (0.32, -1.10, 0.39)  -2.014
C (0.30, -0.88, -1.13)  0.741
C (1.33, -0.26, -1.67)  -1.085
C (-0.87, -1.80, -3.03)  -0.624
N (-0.82, -1.57, -1.76)  0.090
N (-0.95, -0.62, 2.50)  -0.148
H (-0.21, 1.60, -0.08)  0.308
H (-1.13, 1.81, 1.49)  0.409
H (0.63, 1.43, 1.34)  0.063
H (-1.83, -0.26, 0.66)  0.092
H (1.26, -0.98, 0.85)  0.582
H (0.33, -2.19, 0.43)  0.476
H (1.88, 0.24, -0.76)  -0.059
H (1.74, 0.11, -2.59)  0.608
H (-1.83, -2.00, -3.61)  0.207
H (-0.08, -1.67, -3.77)  0.302
H (-1.65, -1.73, -1.16)  0.195
H (-1.79, -0.25, 2.93)  0.431
H (-0.19, -0.31, 3.17)  0.296
H (-1.09, -1.67, 2.50)  0.426
H (3.32, -1.73, -2.22)  0.324
H (2.78, -2.92, -1.57)  0.301
O (2.52, -2.29, -2.28)  -0.628
H (4.13, 1.93, -0.24)  0.239
H (3.54, 3.30, -0.08)  0.273
O (3.40, 2.39, -0.04)  -0.521
H (0.19, 3.86, -1.49)  0.283
H (-0.98, 4.24, -2.47)  0.306
O (-0.68, 3.62, -1.77)  -0.602
H (-3.76, -2.50, 0.56)  0.278
H (-3.35, -1.46, -0.51)  0.404
O (-3.05, -1.84, 0.27)  -0.703
H (-4.03, -1.39, -2.87)  0.283
H (-4.05, -2.55, -1.98)  0.249
O (-3.48, -1.91, -2.23)  -0.606
H (1.44, 0.04, 4.62)  0.305
H (1.33, 1.46, 4.09)  0.322
O (0.83, 0.58, 4.18)  -0.674
H (1.73, 3.41, 2.83)  0.318
H (2.02, 2.40, 1.80)  0.202
O (1.84, 2.49, 2.69)  -0.595

Model x:
Here is a cluster of 8 separate species, C6H28N2O7 in total from the OMol25 dataset. Energies are from ωB97M-V/def2-TZVPD.

E_HOMO (spin up / spin down) = -13.52 / -13.08 eV
<S²> = 0.755
2S+1 = 2
net charge = +1
HOMO-LUMO gap (spin up / spin down) = 10.6013 / 5.4611 eV

Each line ends with the Mulliken charge.
Atoms and positions in Å:
N (0.55, 1.90, -0.96)  -0.099
C (1.96, 1.97, -1.26)  -0.480
C (2.72, 1.00, -0.34)  -0.684
C (1.66, 0.56, 0.66)  -0.482
C (0.28, 1.11, 0.21)  0.324
C (-0.78, -0.06, -0.27)  -0.053
N (-1.86, -0.23, 0.64)  -0.110
C (-3.20, 0.15, 0.15)  -0.998
H (0.17, 2.84, -0.94)  0.311
H (2.44, 2.93, -1.49)  0.448
H (2.10, 1.53, -2.27)  0.211
H (3.53, 1.47, 0.21)  0.355
H (3.15, 0.19, -0.92)  0.256
H (1.91, 0.95, 1.65)  0.373
H (1.46, -0.49, 0.85)  0.294
H (-0.22, 1.63, 1.02)  0.059
H (-0.23, -1.01, -0.30)  -0.373
H (-1.10, 0.10, -1.30)  0.342
H (-1.84, -1.16, 1.03)  0.397
H (-3.90, -0.57, 0.57)  0.406
H (-3.27, 0.09, -0.93)  0.318
H (-3.45, 1.17, 0.48)  0.251
H (1.80, -1.73, -2.81)  0.384
H (3.29, -1.62, -2.80)  0.272
O (2.52, -1.07, -2.62)  -0.602
H (0.78, -2.84, -1.54)  0.369
H (-0.36, -2.35, -2.46)  0.337
O (0.50, -2.79, -2.48)  -0.707
H (0.23, -2.45, 1.34)  0.215
H (-0.18, -3.67, 0.50)  0.306
O (0.28, -2.83, 0.42)  -0.580
H (1.20, -1.48, 3.68)  0.297
H (-0.16, -1.05, 3.12)  0.305
O (0.53, -1.72, 3.03)  -0.636
H (0.42, -0.30, -4.12)  0.324
H (-0.16, 0.66, -2.96)  0.325
O (-0.35, -0.02, -3.61)  -0.626
H (-2.26, 0.71, 4.10)  0.342
H (-2.17, -0.62, 3.43)  0.302
O (-2.03, -0.20, 4.29)  -0.657
H (-2.16, 3.70, 1.18)  0.355
H (-1.82, 2.33, 1.79)  0.214
O (-1.98, 3.25, 2.01)  -0.602

Which structure wins on stability? model x wins.